(1)
DFT (the ωB97M-V functional and the def2-TZVPD basis) results for a cluster of 9 separate species, C53H101ClO19 in total in a non-equilibrium geometry.

Structure (XYZ):
```
174
Properties=species:S:1:pos:R:3
C 0.52 0.71 5.15
C -0.82 1.56 4.92
O -1.75 0.72 4.23
C -2.31 1.34 3.06
C -2.76 0.25 2.00
C -1.58 -0.14 1.00
C -0.91 -1.48 1.49
C -0.27 -2.37 0.35
C 0.37 -1.59 -0.84
C 0.05 -2.06 -2.22
C 0.65 -1.38 -3.38
C 1.55 -0.23 -3.26
C 1.88 0.24 -1.92
C 1.27 -0.45 -0.75
C 1.71 0.12 0.65
O 2.00 -0.61 1.57
C 1.78 1.69 0.71
C 1.29 2.48 1.82
C 1.37 3.96 1.73
C 1.94 4.63 0.56
C 2.45 3.84 -0.57
Cl 3.13 4.62 -2.04
C 2.36 2.38 -0.47
C 2.83 1.45 -1.65
O 3.86 1.64 -2.25
H 0.74 0.60 6.25
H 0.37 -0.29 4.66
H 1.43 1.20 4.70
H -0.59 2.52 4.39
H -1.17 1.84 5.96
H -1.66 2.11 2.58
H -3.28 1.84 3.39
H -3.10 -0.63 2.62
H -3.69 0.59 1.45
H -1.92 -0.17 -0.07
H -0.84 0.71 1.07
H -0.21 -1.29 2.35
H -1.74 -2.11 1.94
H -1.10 -2.99 -0.09
H 0.48 -3.13 0.73
H -0.62 -2.93 -2.42
H 0.45 -1.73 -4.43
H 1.98 0.28 -4.16
H 0.82 2.00 2.70
H 0.98 4.55 2.59
H 1.99 5.75 0.46
C 5.34 -6.13 -5.09
O 5.75 -5.42 -3.93
C 6.15 -4.08 -4.22
C 5.06 -3.09 -3.87
O 3.92 -3.24 -4.71
C 2.86 -3.94 -4.07
H 4.83 -7.04 -4.77
H 4.65 -5.54 -5.70
H 6.22 -6.40 -5.69
H 6.44 -3.98 -5.27
H 7.03 -3.87 -3.60
H 5.44 -2.07 -4.03
H 4.77 -3.17 -2.81
H 2.37 -3.29 -3.34
H 3.22 -4.85 -3.58
H 2.13 -4.23 -4.83
C 6.55 -3.21 2.24
O 5.74 -2.24 2.88
C 4.38 -2.30 2.47
C 3.52 -3.01 3.49
O 3.86 -4.39 3.59
C 4.65 -4.68 4.73
H 7.50 -3.27 2.77
H 6.09 -4.20 2.25
H 6.74 -2.91 1.20
H 4.29 -2.77 1.48
H 4.03 -1.27 2.37
H 2.47 -2.96 3.17
H 3.59 -2.52 4.47
H 4.04 -4.65 5.63
H 5.48 -3.98 4.83
H 5.06 -5.68 4.61
C -6.43 0.33 -1.65
O -6.03 1.03 -0.48
C -5.62 2.36 -0.75
C -6.70 3.36 -0.41
O -7.83 3.22 -1.26
C -8.90 2.53 -0.64
H -6.95 -0.58 -1.35
H -7.10 0.93 -2.27
H -5.55 0.05 -2.23
H -5.31 2.46 -1.80
H -4.74 2.56 -0.13
H -6.31 4.38 -0.56
H -7.00 3.28 0.64
H -9.40 3.18 0.09
H -8.56 1.61 -0.15
H -9.63 2.25 -1.41
C -8.28 -0.15 2.63
O -9.09 0.82 3.28
C -10.45 0.77 2.85
C -11.32 0.05 3.87
O -10.99 -1.33 3.95
C -10.19 -1.63 5.09
H -7.33 -0.22 3.16
H -8.75 -1.13 2.62
H -8.09 0.17 1.60
H -10.53 0.31 1.87
H -10.79 1.81 2.77
H -12.36 0.10 3.54
H -11.25 0.53 4.85
H -10.81 -1.61 5.99
H -9.36 -0.93 5.20
H -9.78 -2.63 4.97
C 1.31 -7.15 -4.12
O 0.21 -6.54 -4.79
C -0.25 -7.31 -5.90
C -1.50 -8.09 -5.55
O -1.23 -9.10 -4.58
C -1.65 -8.72 -3.28
H 1.45 -6.64 -3.17
H 1.13 -8.21 -3.93
H 2.22 -7.03 -4.72
H 0.54 -7.97 -6.26
H -0.48 -6.60 -6.70
H -1.86 -8.60 -6.45
H -2.30 -7.42 -5.20
H -2.74 -8.78 -3.20
H -1.31 -7.72 -3.02
H -1.21 -9.43 -2.57
C -9.04 0.73 10.95
O -9.15 1.78 10.00
C -8.59 1.43 8.74
C -9.67 1.04 7.74
O -10.32 -0.17 8.12
C -11.59 0.07 8.71
H -9.68 0.97 11.80
H -9.35 -0.23 10.54
H -8.00 0.66 11.31
H -7.85 0.63 8.85
H -8.07 2.32 8.36
H -9.20 0.86 6.77
H -10.39 1.85 7.61
H -12.32 0.35 7.95
H -11.54 0.84 9.48
H -11.92 -0.86 9.18
C 7.46 5.55 -2.45
O 7.01 4.39 -1.76
C 6.32 3.48 -2.62
C 7.21 2.31 -3.01
O 8.30 2.74 -3.84
C 9.52 2.84 -3.12
H 8.17 6.07 -1.80
H 7.97 5.29 -3.38
H 6.62 6.21 -2.66
H 5.94 3.99 -3.51
H 5.47 3.10 -2.06
H 6.62 1.60 -3.60
H 7.58 1.79 -2.13
H 9.92 1.84 -2.91
H 9.39 3.39 -2.18
H 10.23 3.38 -3.74
C 10.41 9.14 -5.91
O 9.02 8.93 -5.72
C 8.35 8.53 -6.91
C 8.09 7.03 -6.93
O 9.31 6.30 -7.01
C 9.70 5.76 -5.76
H 10.88 9.20 -4.93
H 10.87 8.31 -6.47
H 10.57 10.08 -6.45
H 8.92 8.84 -7.79
H 7.39 9.05 -6.93
H 7.51 6.79 -7.82
H 7.51 6.73 -6.06
H 9.06 4.90 -5.50
H 9.64 6.50 -4.96
H 10.73 5.42 -5.84
```

Calculated values
- LUMO level: -0.9 eV
- Kohn-Sham gap: 7.98 eV
- E_tot: -3969.3093 Eh
- Structure (SMILES): CCOCCCCCc1cccc2c1C(=O)c1cccc(Cl)c1C2=O.COCCOC.COCCOC.COCCOC.COCCOC.COCCOC.COCCOC.COCCOC.COCCOC
- Maximum force: 2.97 eV/A

Mulliken atomic charge list, values in e, 2 entries: -0.77 -0.28



(2)
DFT (the ωB97M-V functional and the def2-TZVPD basis) results for a structure of composition C53H20F18GeN2PS3Ti in a non-equilibrium geometry.

Structure (XYZ):
```
99
Properties=species:S:1:pos:R:3
Ti -0.59 -0.32 -0.37
S -1.87 0.54 -2.25
C -1.48 -0.65 -3.45
C -2.36 -0.90 -4.51
C -2.05 -1.82 -5.49
C -2.97 -2.04 -6.56
N -3.71 -2.21 -7.43
C -0.84 -2.53 -5.43
C 0.03 -2.30 -4.37
C -0.27 -1.37 -3.38
S 0.88 -1.09 -2.09
C -0.49 -3.48 -6.44
N -0.19 -4.23 -7.25
H -3.29 -0.36 -4.55
H 0.96 -2.86 -4.32
C 6.57 1.75 2.14
C 6.02 0.47 2.15
C 4.83 0.23 1.49
C 4.16 1.25 0.82
C 4.72 2.52 0.81
C 5.92 2.77 1.46
P 2.55 0.80 0.06
C 2.35 2.12 -1.20
C 1.24 2.96 -1.25
C 1.06 3.84 -2.30
C 2.00 3.91 -3.32
C 3.11 3.08 -3.28
C 3.28 2.19 -2.24
C 1.37 1.32 1.36
C 1.75 2.03 2.50
C 0.83 2.29 3.51
C -0.47 1.84 3.39
C -0.85 1.14 2.25
C 0.05 0.86 1.22
H 7.50 1.94 2.65
H 6.52 -0.33 2.68
H 4.40 -0.77 1.49
H 4.21 3.33 0.29
H 6.34 3.76 1.45
H 0.49 2.93 -0.46
H 0.18 4.47 -2.33
H 1.86 4.60 -4.14
H 3.85 3.11 -4.08
H 4.14 1.53 -2.23
H 2.77 2.37 2.61
H 1.14 2.84 4.39
H -1.19 2.02 4.18
H -1.88 0.78 2.19
F -5.58 -0.25 -1.15
C -6.38 -0.99 -0.38
C -5.97 -1.33 0.90
C -6.87 -2.07 1.65
F -6.61 -2.38 2.93
C -8.10 -2.48 1.15
F -8.95 -3.18 1.91
C -8.47 -2.13 -0.14
F -9.65 -2.51 -0.62
C -7.60 -1.38 -0.91
F -7.96 -1.02 -2.15
Ge -4.15 -0.74 1.41
S -2.76 -1.66 0.07
C -3.77 -1.30 3.27
C -3.54 -0.46 4.34
F -3.62 0.88 4.20
C -3.22 -0.93 5.61
F -3.01 -0.08 6.62
C -3.12 -2.29 5.82
F -2.82 -2.76 7.03
C -3.35 -3.17 4.77
F -3.27 -4.48 4.97
C -3.66 -2.65 3.52
F -3.87 -3.53 2.54
C -4.46 1.22 1.54
C -3.71 2.23 0.96
F -2.60 1.94 0.25
C -4.01 3.58 1.10
F -3.25 4.51 0.52
C -5.12 3.95 1.85
F -5.43 5.24 1.99
C -5.89 2.97 2.46
F -6.94 3.32 3.20
C -5.54 1.64 2.30
F -6.29 0.74 2.95
F 0.21 -7.97 5.21
C 1.20 -7.06 5.20
F 1.30 -6.60 6.46
F 2.34 -7.74 4.97
C 0.98 -5.96 4.21
C 2.01 -5.06 3.98
C 1.83 -4.01 3.10
C 0.61 -3.85 2.44
C -0.42 -4.76 2.68
C -0.24 -5.81 3.56
C 0.38 -2.76 1.55
C 0.14 -1.85 0.78
H 2.96 -5.19 4.48
H 2.62 -3.31 2.91
H -1.36 -4.63 2.16
H -1.04 -6.51 3.75
```

Calculated values
- LUMO level: 1.1 eV
- Kohn-Sham gap: 6.83 eV
- E_tot: -8401.1647 Eh
- Maximum force: 1.18 eV/A
- ΔE to the lowest compared entry with this formula, charge and spin: 52.8 kJ/mol
- Net charge: -1

Mulliken atomic charge list, values in e, 2 entries: -0.10 -0.48